{
  "formula": "C5H11NO",
  "method": "ωB97M-V/def2-TZVPD",
  "smiles": "CCN(C)C(C)=O",
  "homo_energy_ev": -8.73,
  "relative_energy_kcal_mol": 57.6,
  "orbital_gap_ev": 9.63,
  "energy_ev": -8899.200,
  "max_force_ev_per_a": 4.170,
  "lumo_energy_ev": 0.897,
  "species": ["C", "C", "N", "C", "C", "C", "O", "H", "H", "H", "H", "H", "H", "H", "H", "H", "H", "H"],
  "coordinates": [[-2.13093, 0.38417, -0.89844], [-1.43366, -0.21484, 0.31938], [-0.00261, -0.03229, 0.33884], [0.64428, 0.20911, 1.70483], [0.81291, -0.51633, -0.64376], [2.25520, -0.00845, -0.68301], [0.39299, -1.30791, -1.46927], [-3.20444, 0.17738, -0.83391], [-1.74875, -0.06270, -1.81848], [-2.00278, 1.47284, -0.95037], [-1.59846, -1.29012, 0.39080], [-1.83040, 0.25734, 1.22987], [-0.09009, -0.01857, 2.49157], [1.46786, -0.51984, 1.86089], [0.60281, 1.17217, 1.12611], [2.44006, 0.42709, -1.67199], [2.92984, -0.86241, -0.57694], [2.49618, 0.73336, 0.08387]],
  "forces_ev_per_angstrom": [[0.02, -0.09, -0.05], [-0.22, -0.39, -0.02], [-0.14, -1.52, -0.30], [-1.09, -0.08, -1.79], [-0.24, -0.39, -0.10], [-0.08, -0.11, 0.04], [0.14, 0.23, -0.44], [0.15, 0.02, -0.02], [-0.06, 0.07, 0.11], [0.07, -0.22, 0.08], [-0.53, -0.16, -0.05], [0.13, -0.15, -0.23], [0.14, 0.68, -0.44], [-0.04, 1.26, -0.28], [2.06, 1.06, 3.47], [-0.15, -0.14, 0.18], [-0.06, 0.09, 0.00], [-0.09, -0.16, -0.18]]
}